No. 1
78
Properties=species:S:1:pos:R:3 method="wB97M-V/def2-TZVPD" fmax_ev_per_a=0.16 total_energy_ha=-2103.05925 relative_energy_ev=1.477 total_charge=0 e_lumo_ha=0.0025 homo_energy_ev=-5.1 homo_lumo_gap_ha=0.1889
Sr 0.637 0.929 -0.488
C -2.809 1.413 -1.376
C -2.554 -0.102 -1.392
C -2.376 -0.689 -0.017
C -2.994 -1.879 0.340
C -2.756 -2.416 1.593
C -1.928 -1.732 2.465
C -1.362 -0.547 2.033
N -1.564 -0.030 0.821
N -1.643 2.267 -1.672
C -1.821 3.587 -1.060
C -1.624 3.539 0.434
C -2.635 3.867 1.321
C -2.391 3.780 2.684
C -1.140 3.371 3.111
C -0.186 3.067 2.152
N -0.412 3.148 0.841
C -1.421 2.412 -3.115
C -0.776 1.200 -3.738
C -1.368 0.515 -4.784
C -0.724 -0.603 -5.298
C 0.480 -0.994 -4.746
C 1.001 -0.247 -3.699
N 0.399 0.836 -3.210
H -3.158 1.684 -0.379
H -3.620 1.665 -2.076
H -1.653 -0.363 -1.954
H -3.381 -0.610 -1.889
H -3.624 -2.392 -0.374
H -3.197 -3.363 1.877
H -1.700 -2.114 3.451
H -0.692 0.007 2.681
H -2.805 4.015 -1.301
H -1.063 4.254 -1.474
H -3.603 4.172 0.946
H -3.167 4.021 3.398
H -0.900 3.282 4.161
H 0.805 2.735 2.442
H -0.744 3.256 -3.266
H -2.360 2.647 -3.638
H -2.322 0.844 -5.173
H -1.167 -1.168 -6.109
H 1.007 -1.870 -5.096
H 1.924 -0.543 -3.219
C 4.069 -1.516 1.710
C 2.959 -0.464 1.756
N 1.957 -0.655 0.738
N 1.472 -1.957 0.730
C 0.671 -2.192 -0.261
O 0.353 -1.331 -1.199
C 0.032 -3.535 -0.319
C -0.773 -3.865 -1.408
C -1.438 -5.083 -1.462
C -1.313 -5.996 -0.425
C -0.505 -5.679 0.663
C 0.160 -4.465 0.716
C 3.510 0.948 1.581
C 4.763 1.311 2.074
C 5.209 2.612 1.934
C 4.395 3.542 1.305
C 3.169 3.109 0.843
N 2.730 1.854 0.968
H 3.595 -2.495 1.712
H 4.758 -1.458 2.554
H 4.629 -1.412 0.779
H -0.873 -3.137 -2.204
H -2.058 -5.322 -2.319
H -1.832 -6.945 -0.463
H -0.395 -6.386 1.477
H 0.783 -4.207 1.562
H 5.378 0.573 2.565
H 6.181 2.898 2.316
H 4.700 4.571 1.175
H 2.490 3.800 0.351
I 3.282 -0.335 4.966
C 2.184 -0.505 3.090
H 1.483 0.324 3.133
H 1.661 -1.455 3.155



No. 2
78
Properties=species:S:1:pos:R:3 method="wB97M-V/def2-TZVPD" fmax_ev_per_a=1.11 total_energy_ha=-1915.83825 total_charge=+3 e_lumo_ha=-0.3953 homo_energy_ev=-17.0 homo_lumo_gap_ha=0.2284
W -0.217 -0.244 0.481
C 3.698 0.718 0.308
C 3.717 0.444 -1.201
C 2.432 -0.126 -1.842
N 1.216 0.347 -1.149
C 0.839 1.559 -1.301
C 1.306 2.528 -2.305
C 2.151 3.573 -2.216
C 2.924 4.210 -1.124
C 2.524 4.426 0.131
C 0.900 2.933 1.602
C 0.218 1.706 1.131
N -1.218 1.475 1.341
C -1.893 1.736 2.633
C -2.576 0.507 3.257
C -2.511 -0.692 2.339
N -1.106 -1.062 2.054
C -0.393 -1.795 3.009
C -1.027 -2.395 4.077
C -0.520 -3.139 5.151
C 0.784 -3.412 5.468
C 1.917 -3.020 4.744
C 2.006 -2.357 3.544
C 1.001 -1.832 2.698
N 1.302 -1.259 1.512
C 2.650 -1.540 0.954
C 3.762 -0.527 1.186
H 2.833 1.331 0.576
H 4.561 1.342 0.540
H 4.525 -0.248 -1.446
H 3.955 1.377 -1.710
H 2.401 -1.210 -1.858
H 2.369 0.192 -2.883
H 1.002 2.237 -3.308
H 2.376 4.005 -3.186
H 3.878 4.611 -1.445
H 3.154 4.960 0.832
H 1.630 2.850 2.396
H -2.619 2.519 2.427
H -1.143 2.164 3.298
H -3.620 0.737 3.465
H -2.109 0.272 4.214
H -3.007 -0.487 1.394
H -3.039 -1.546 2.756
H -2.103 -2.302 4.103
H -1.271 -3.526 5.830
H 0.960 -3.976 6.376
H 2.870 -3.289 5.185
H 3.021 -2.185 3.219
H 2.534 -1.690 -0.111
H 2.955 -2.516 1.331
H 4.694 -1.054 0.962
H 3.815 -0.244 2.240
O -3.652 -1.223 -1.650
C -2.538 -1.214 -1.231
N -1.865 -0.075 -0.717
C -2.463 1.223 -0.794
O -3.424 1.559 -1.400
C -1.569 2.161 0.026
C -1.929 3.583 0.195
C -1.207 4.440 0.933
C 0.152 4.267 1.537
C 1.195 3.922 0.500
N -0.155 1.751 -0.281
C -1.662 -2.418 -1.160
C -2.100 -3.620 -1.664
C -1.264 -4.725 -1.569
C -0.033 -4.570 -0.953
C 0.328 -3.332 -0.454
N -0.463 -2.254 -0.563
H -2.863 3.885 -0.264
H -1.614 5.438 1.055
H 0.406 4.963 2.326
H 0.649 3.721 -0.405
H -3.079 -3.663 -2.122
H -1.571 -5.685 -1.961
H 0.656 -5.398 -0.853
H 1.273 -3.204 0.041



No. 3
82
Properties=species:S:1:pos:R:3 method="wB97M-V/def2-TZVPD" fmax_ev_per_a=0.35 total_energy_ha=-3046.59109 relative_energy_ev=0.000 total_charge=-1 e_lumo_ha=0.0816 homo_energy_ev=-4.5 homo_lumo_gap_ha=0.2478
In 0.075 -0.039 0.022
C -1.377 -0.999 3.832
C -2.456 -0.256 3.362
C -2.229 0.995 2.834
C -0.909 1.471 2.742
N 0.125 0.767 3.212
C -0.120 -0.428 3.745
N -0.711 2.744 2.236
C 0.187 2.996 1.350
N 0.893 2.136 0.555
C 1.755 2.867 -0.224
N 2.657 2.540 -1.085
C 3.048 1.253 -1.418
C 3.936 1.146 -2.502
C 4.454 -0.083 -2.836
C 4.084 -1.199 -2.092
C 3.171 -1.013 -1.077
N 2.656 0.171 -0.740
C 1.525 4.320 0.042
C 2.093 5.455 -0.502
C 1.633 6.685 -0.042
C 0.640 6.762 0.936
C 0.082 5.612 1.481
C 0.543 4.398 1.009
H -1.507 -1.986 4.257
H -3.463 -0.653 3.413
H -3.031 1.618 2.463
H 0.751 -0.965 4.110
H 4.193 2.047 -3.041
H 5.139 -0.178 -3.671
H 4.457 -2.187 -2.320
H 2.805 -1.860 -0.505
H 2.862 5.376 -1.260
H 2.047 7.599 -0.449
H 0.303 7.735 1.272
H -0.686 5.650 2.244
C -4.308 3.071 -1.035
C -3.024 3.526 -1.291
C -1.956 2.683 -1.025
N -2.113 1.465 -0.516
C -3.345 1.028 -0.283
C -4.476 1.792 -0.529
H -5.166 3.702 -1.232
H -2.844 4.515 -1.692
H -0.937 2.979 -1.242
H -3.427 0.020 0.112
H -5.458 1.387 -0.329
C 0.712 -3.669 1.812
Si -0.425 -4.281 0.453
C -0.970 -6.016 0.920
C 0.449 -4.323 -1.195
H 1.657 -4.218 1.793
H 0.258 -3.815 2.796
H 0.930 -2.607 1.695
H -0.087 -6.652 1.029
H -1.616 -6.459 0.160
H -1.516 -6.027 1.865
H 1.293 -5.017 -1.173
H 0.814 -3.332 -1.477
H -0.235 -4.645 -1.984
I -3.849 -3.990 0.501
C -1.902 -3.093 0.305
H -1.882 -2.321 1.070
H -1.915 -2.600 -0.667
C 0.355 1.006 -8.992
C 0.243 0.665 -7.530
C -0.626 1.362 -6.694
C -0.725 1.047 -5.348
C 0.047 0.024 -4.821
C 0.921 -0.677 -5.635
C 1.013 -0.356 -6.981
S -0.090 -0.374 -3.091
O 0.152 0.895 -2.382
O -1.440 -0.873 -2.890
O 0.954 -1.354 -2.833
H -0.298 1.839 -9.253
H 0.079 0.154 -9.617
H 1.378 1.285 -9.254
H -1.230 2.164 -7.104
H -1.398 1.593 -4.698
H 1.523 -1.463 -5.198
H 1.698 -0.906 -7.617



No. 4
76
Properties=species:S:1:pos:R:3 method="wB97M-V/def2-TZVPD" spin_multiplicity=3 fmax_ev_per_a=0.70 total_energy_ha=-3958.72363 total_charge=0 e_lumo_ha="0.0131 / -0.0486" homo_energy_ev="-6.3 / -6.3" homo_lumo_gap_ha="0.2449 / 0.1813"
Ni 0.467 0.030 -0.233
C 4.522 -2.126 -0.312
Si 3.048 -0.952 -0.261
C 3.278 0.332 1.111
C 2.857 0.067 -1.878
N 1.483 -1.617 -0.013
C 0.888 -2.790 -0.331
C 1.546 -4.027 -0.477
C 0.850 -5.191 -0.752
C -0.528 -5.178 -0.907
C -1.209 -3.969 -0.807
C -0.515 -2.810 -0.530
O -1.135 -1.541 -0.497
C -2.504 -1.558 -0.314
C -3.044 -2.014 0.882
C -4.417 -2.007 1.061
C -5.251 -1.563 0.044
C -4.704 -1.121 -1.150
C -3.328 -1.114 -1.333
H 5.465 -1.578 -0.247
H 4.539 -2.720 -1.227
H 4.478 -2.811 0.537
H 4.252 0.827 1.067
H 3.180 -0.123 2.097
H 2.511 1.108 1.018
H 3.585 0.878 -1.979
H 1.859 0.529 -1.879
H 2.914 -0.559 -2.771
H 2.621 -4.047 -0.355
H 1.392 -6.124 -0.851
H -1.070 -6.090 -1.113
H -2.281 -3.948 -0.955
H -2.380 -2.390 1.652
H -4.836 -2.362 1.995
H -6.325 -1.571 0.182
H -5.350 -0.791 -1.953
H -2.885 -0.777 -2.261
I 0.671 0.773 4.201
C -0.504 0.016 2.575
H 0.110 0.077 1.655
H -0.670 -1.036 2.797
O -0.023 2.002 -0.043
P -1.202 2.725 0.535
C -1.699 2.230 2.180
C -2.016 3.141 3.150
C -2.637 2.748 4.343
C -3.034 1.401 4.520
C -2.721 0.456 3.605
C -1.861 0.753 2.418
C -2.650 2.554 -0.542
C -2.405 2.498 -1.911
C -3.463 2.543 -2.805
C -4.764 2.635 -2.328
C -5.011 2.663 -0.963
C -3.955 2.624 -0.066
C -0.880 4.502 0.569
C 0.435 4.941 0.477
C 0.712 6.301 0.494
C -0.323 7.217 0.604
C -1.639 6.780 0.695
C -1.920 5.424 0.675
H -1.819 4.193 2.979
H -2.854 3.482 5.106
H -3.602 1.134 5.403
H -3.019 -0.578 3.736
H -2.309 0.294 1.524
H -1.381 2.431 -2.260
H -3.273 2.511 -3.870
H -5.591 2.678 -3.025
H -6.028 2.722 -0.597
H -4.139 2.647 1.003
H 1.229 4.210 0.386
H 1.736 6.643 0.422
H -0.107 8.277 0.614
H -2.446 7.497 0.777
H -2.945 5.079 0.732



No. 5
86
Properties=species:S:1:pos:R:3 method="wB97M-V/def2-TZVPD" smiles="CNCC1=C(CCCCO)C(=O)OC1=O.O=[N+]([O-])c1ccccc1.O=[N+]([O-])c1ccccc1.O=[N+]([O-])c1ccccc1.O=[N+]([O-])c1ccccc1" fmax_ev_per_a=1.79 total_energy_ha=-2492.88199 relative_energy_ev=0.000 total_charge=0 e_lumo_ha=-0.0348 homo_energy_ev=-9.3 homo_lumo_gap_ha=0.3080
C 1.656 -0.709 -0.025
N 0.860 -0.082 -1.075
C 1.603 0.816 -1.949
C 1.318 2.263 -1.761
C 0.525 2.963 -0.945
C -0.406 2.506 0.122
C -1.634 1.723 -0.405
C -2.961 2.478 -0.301
C -3.712 2.721 -1.623
O -3.260 1.957 -2.724
C 0.752 4.414 -1.256
O 0.495 5.366 -0.559
O 1.374 4.469 -2.488
C 2.042 3.253 -2.609
O 3.052 3.132 -3.264
H 2.647 -1.008 -0.364
H 1.708 -0.031 0.824
H 1.129 -1.593 0.318
H 0.392 -0.769 -1.639
H 1.352 0.573 -2.982
H 2.675 0.642 -1.886
H 0.129 1.979 0.903
H -0.786 3.407 0.598
H -1.705 0.833 0.212
H -1.405 1.372 -1.401
H -3.614 1.926 0.353
H -2.819 3.435 0.196
H -3.714 3.760 -1.926
H -4.758 2.472 -1.452
H -3.391 1.028 -2.532
C -5.774 -3.112 3.235
C -4.697 -3.053 2.361
C -4.616 -2.036 1.426
C -5.620 -1.084 1.380
C -6.702 -1.131 2.241
C -6.776 -2.153 3.172
N -5.532 0.005 0.401
O -4.582 0.008 -0.356
O -6.408 0.844 0.401
H -5.832 -3.906 3.967
H -3.918 -3.801 2.409
H -3.779 -1.994 0.745
H -7.479 -0.382 2.191
H -7.616 -2.201 3.851
C 8.078 2.804 -1.185
C 8.294 1.732 -0.328
C 7.429 0.651 -0.341
C 6.359 0.661 -1.219
C 6.124 1.723 -2.075
C 6.993 2.800 -2.052
N 5.449 -0.490 -1.251
O 5.647 -1.402 -0.474
O 4.536 -0.458 -2.051
H 8.758 3.645 -1.176
H 9.137 1.737 0.349
H 7.596 -0.184 0.323
H 5.279 1.718 -2.749
H 6.824 3.638 -2.715
C -6.672 -2.239 -3.859
C -6.104 -3.383 -4.405
C -5.853 -4.487 -3.605
C -6.181 -4.426 -2.263
C -6.742 -3.295 -1.702
C -6.987 -2.195 -2.508
N -5.935 -5.598 -1.409
O -5.422 -6.569 -1.920
O -6.257 -5.520 -0.241
H -6.870 -1.381 -4.487
H -5.858 -3.417 -5.457
H -5.410 -5.377 -4.025
H -6.992 -3.258 -0.651
H -7.426 -1.303 -2.082
C 4.215 -0.396 3.520
C 4.335 -0.253 4.897
C 5.534 0.167 5.450
C 6.597 0.440 4.609
C 6.497 0.297 3.239
C 5.296 -0.125 2.693
N 7.867 0.907 5.186
O 7.936 1.006 6.392
O 8.770 1.167 4.418
H 3.276 -0.720 3.091
H 3.493 -0.466 5.540
H 5.633 0.281 6.519
H 7.338 0.511 2.598
H 5.206 -0.240 1.623



No. 6
81
Properties=species:S:1:pos:R:3 method="wB97M-V/def2-TZVPD" spin_multiplicity=4 fmax_ev_per_a=0.44 total_energy_ha=-3070.69793 relative_energy_ev=0.193 total_charge=+1 e_lumo_ha="-0.0887 / -0.1710" homo_energy_ev="-9.7 / -10.4" homo_lumo_gap_ha="0.2669 / 0.2096"
Tc 0.616 0.654 1.945
C -2.407 0.603 3.152
N -1.632 0.625 1.898
C -2.017 -0.453 0.966
C -1.364 -1.738 1.424
N 0.129 -1.598 1.521
C 0.747 -2.043 0.252
C 0.560 -2.442 2.648
C 0.609 -3.828 2.535
C 0.924 -4.608 3.634
C 1.177 -4.006 4.860
C 1.108 -2.631 4.979
C 0.791 -1.838 3.874
S 0.710 -0.093 4.101
C -1.590 1.960 1.315
C -2.607 2.689 0.669
C -2.193 3.897 0.048
C -0.918 4.373 0.134
C 0.110 3.731 1.018
C -0.317 2.382 1.438
S 1.664 2.481 3.136
H -3.469 0.752 2.938
H -2.046 1.400 3.797
H -2.264 -0.342 3.669
H -1.672 -0.186 -0.033
H -3.105 -0.574 0.929
H -1.606 -2.556 0.740
H -1.736 -2.017 2.407
H 0.588 -3.106 0.078
H 1.815 -1.841 0.287
H 0.298 -1.496 -0.573
H 0.392 -4.316 1.595
H 0.967 -5.684 3.534
H 1.427 -4.608 5.722
H 1.303 -2.151 5.929
H -3.630 2.343 0.599
H -2.922 4.469 -0.512
H -0.658 5.311 -0.339
H 0.234 4.369 1.903
O 2.568 0.565 1.309
N 3.341 1.643 1.351
C 4.629 1.503 1.085
C 5.516 2.551 1.270
C 5.062 3.761 1.846
C 3.749 3.920 2.121
C 2.721 2.913 1.751
S 1.805 3.682 0.293
H 4.929 0.512 0.777
H 6.557 2.396 1.029
H 5.767 4.546 2.077
H 3.359 4.823 2.570
C -1.932 -4.489 -2.170
C -1.886 -3.199 -2.944
C -2.662 -2.104 -2.580
C -2.643 -0.924 -3.311
C -1.815 -0.809 -4.420
N -1.768 0.374 -5.203
C -1.920 1.673 -4.765
O -2.449 2.525 -5.441
N -1.428 1.971 -3.498
C -0.299 1.432 -2.862
C 0.847 1.029 -3.531
C 1.895 0.529 -2.780
C 1.781 0.456 -1.405
N 0.683 0.843 -0.748
C -0.323 1.318 -1.477
C -1.038 -1.899 -4.800
C -1.081 -3.076 -4.074
H -2.626 -4.424 -1.331
H -0.946 -4.752 -1.780
H -2.257 -5.314 -2.804
H -3.333 -2.187 -1.731
H -3.283 -0.098 -3.030
H -1.990 0.280 -6.182
H -1.776 2.850 -3.148
H 0.917 1.115 -4.606
H 2.810 0.205 -3.258
H 2.591 0.074 -0.803
H -1.210 1.638 -0.952
H -0.399 -1.817 -5.671
H -0.477 -3.918 -4.394



Copy entry 5 word for word.
86
Properties=species:S:1:pos:R:3 method="wB97M-V/def2-TZVPD" smiles="CNCC1=C(CCCCO)C(=O)OC1=O.O=[N+]([O-])c1ccccc1.O=[N+]([O-])c1ccccc1.O=[N+]([O-])c1ccccc1.O=[N+]([O-])c1ccccc1" fmax_ev_per_a=1.79 total_energy_ha=-2492.88199 relative_energy_ev=0.000 total_charge=0 e_lumo_ha=-0.0348 homo_energy_ev=-9.3 homo_lumo_gap_ha=0.3080
C 1.656 -0.709 -0.025
N 0.860 -0.082 -1.075
C 1.603 0.816 -1.949
C 1.318 2.263 -1.761
C 0.525 2.963 -0.945
C -0.406 2.506 0.122
C -1.634 1.723 -0.405
C -2.961 2.478 -0.301
C -3.712 2.721 -1.623
O -3.260 1.957 -2.724
C 0.752 4.414 -1.256
O 0.495 5.366 -0.559
O 1.374 4.469 -2.488
C 2.042 3.253 -2.609
O 3.052 3.132 -3.264
H 2.647 -1.008 -0.364
H 1.708 -0.031 0.824
H 1.129 -1.593 0.318
H 0.392 -0.769 -1.639
H 1.352 0.573 -2.982
H 2.675 0.642 -1.886
H 0.129 1.979 0.903
H -0.786 3.407 0.598
H -1.705 0.833 0.212
H -1.405 1.372 -1.401
H -3.614 1.926 0.353
H -2.819 3.435 0.196
H -3.714 3.760 -1.926
H -4.758 2.472 -1.452
H -3.391 1.028 -2.532
C -5.774 -3.112 3.235
C -4.697 -3.053 2.361
C -4.616 -2.036 1.426
C -5.620 -1.084 1.380
C -6.702 -1.131 2.241
C -6.776 -2.153 3.172
N -5.532 0.005 0.401
O -4.582 0.008 -0.356
O -6.408 0.844 0.401
H -5.832 -3.906 3.967
H -3.918 -3.801 2.409
H -3.779 -1.994 0.745
H -7.479 -0.382 2.191
H -7.616 -2.201 3.851
C 8.078 2.804 -1.185
C 8.294 1.732 -0.328
C 7.429 0.651 -0.341
C 6.359 0.661 -1.219
C 6.124 1.723 -2.075
C 6.993 2.800 -2.052
N 5.449 -0.490 -1.251
O 5.647 -1.402 -0.474
O 4.536 -0.458 -2.051
H 8.758 3.645 -1.176
H 9.137 1.737 0.349
H 7.596 -0.184 0.323
H 5.279 1.718 -2.749
H 6.824 3.638 -2.715
C -6.672 -2.239 -3.859
C -6.104 -3.383 -4.405
C -5.853 -4.487 -3.605
C -6.181 -4.426 -2.263
C -6.742 -3.295 -1.702
C -6.987 -2.195 -2.508
N -5.935 -5.598 -1.409
O -5.422 -6.569 -1.920
O -6.257 -5.520 -0.241
H -6.870 -1.381 -4.487
H -5.858 -3.417 -5.457
H -5.410 -5.377 -4.025
H -6.992 -3.258 -0.651
H -7.426 -1.303 -2.082
C 4.215 -0.396 3.520
C 4.335 -0.253 4.897
C 5.534 0.167 5.450
C 6.597 0.440 4.609
C 6.497 0.297 3.239
C 5.296 -0.125 2.693
N 7.867 0.907 5.186
O 7.936 1.006 6.392
O 8.770 1.167 4.418
H 3.276 -0.720 3.091
H 3.493 -0.466 5.540
H 5.633 0.281 6.519
H 7.338 0.511 2.598
H 5.206 -0.240 1.623